Entry one
{
  "formula": "C3H10NO",
  "method": "ωB97M-V with the def2-TZVPD basis set",
  "homo_energy_ha": -0.501,
  "lumo_ev": -7.51,
  "multiplicity": 1,
  "homo_lumo_gap_ev": 6.130,
  "charge": 1,
  "symbols": ["C", "O", "C", "C", "N", "H", "H", "H", "H", "H", "H", "H", "H", "H", "H"],
  "coordinates": [[-0.24, -1.12, -0.68], [1.02, -1.74, -0.84], [-0.52, -0.64, 0.63], [-1.40, 0.42, 0.97], [1.38, 1.72, -0.59], [-0.96, -1.89, -1.02], [-0.29, -0.33, -1.42], [1.35, -2.13, -0.01], [-0.06, -1.14, 1.49], [-2.16, -0.02, 1.64], [-0.88, 1.22, 1.53], [-1.92, 0.86, 0.12], [2.11, 2.34, -0.29], [1.37, 1.49, -1.57], [1.22, 0.96, 0.04]]
}

---

Entry two
{
  "formula": "C3H10NO",
  "method": "ωB97M-V with the def2-TZVPD basis set",
  "homo_energy_ha": -0.542,
  "lumo_ev": -3.51,
  "multiplicity": 1,
  "homo_lumo_gap_ev": 11.245,
  "charge": 1,
  "symbols": ["C", "C", "C", "N", "H", "H", "H", "H", "H", "H", "H", "H", "H", "H", "O"],
  "coordinates": [[-1.88, 0.16, 0.74], [-0.58, -0.56, 0.59], [-0.47, -1.82, 0.19], [0.62, 0.29, 0.45], [-2.58, -0.40, 1.35], [-1.82, 1.17, 1.12], [-2.38, 0.29, -0.24], [0.43, -2.29, -0.19], [-1.35, -2.42, 0.30], [1.47, -0.28, 0.55], [0.66, 0.99, 1.21], [0.67, 0.89, -0.39], [1.91, 1.56, -2.49], [3.03, 0.92, -1.58], [2.27, 1.50, -1.60]]
}

---

Energies relative to the minimum, kcal/mol: entry one 61.9; entry two 0.0

---

Entry one
{
  "formula": "C3H10NO",
  "method": "ωB97M-V with the def2-TZVPD basis set",
  "homo_energy_ha": -0.561,
  "lumo_ev": -8.10,
  "multiplicity": 1,
  "homo_lumo_gap_ev": 7.174,
  "charge": 1,
  "symbols": ["C", "C", "C", "O", "N", "H", "H", "H", "H", "H", "H", "H", "H", "H", "H"],
  "coordinates": [[0.01, -2.26, -0.77], [-0.09, 1.15, -0.50], [0.06, 1.43, 0.97], [1.44, 1.57, 1.27], [-0.57, -1.28, 0.14], [0.57, -1.71, -1.53], [-0.77, -2.78, -1.32], [-0.99, 1.53, -0.99], [0.74, 1.52, -1.10], [-0.27, 0.61, 1.60], [-0.46, 2.32, 1.34], [1.68, 2.50, 1.17], [0.68, -3.00, -0.32], [-0.43, -0.22, -0.11], [-1.58, -1.38, 0.14]]
}

---

Entry two
{
  "formula": "C3H10NO",
  "method": "ωB97M-V with the def2-TZVPD basis set",
  "homo_energy_ha": -0.537,
  "lumo_ev": -5.08,
  "multiplicity": 1,
  "homo_lumo_gap_ev": 9.538,
  "charge": 1,
  "symbols": ["C", "O", "H", "H", "H", "H", "C", "C", "N", "H", "H", "H", "H", "H", "H"],
  "coordinates": [[-1.45, -2.12, 1.17], [-0.20, -1.44, 1.44], [-1.21, -3.07, 0.70], [-1.96, -2.36, 2.09], [-2.11, -1.56, 0.51], [-0.18, -1.15, 2.35], [1.63, 1.98, -1.26], [-0.38, 0.79, -0.64], [0.89, 0.88, -0.64], [1.17, 2.16, -2.23], [2.66, 1.66, -1.42], [1.61, 2.83, -0.60], [-0.75, -0.03, -0.02], [-1.08, 1.35, -1.23], [1.36, 0.07, -0.23]]
}

---

Energies relative to the minimum, kcal/mol: entry one 90.3; entry two 0.0

---

Entry one
{
  "formula": "C3H10NO",
  "method": "ωB97M-V with the def2-TZVPD basis set",
  "homo_energy_ha": -0.539,
  "lumo_ev": -3.41,
  "multiplicity": 1,
  "homo_lumo_gap_ev": 11.256,
  "charge": 1,
  "symbols": ["C", "C", "C", "N", "H", "H", "H", "H", "H", "H", "H", "H", "H", "H", "O"],
  "coordinates": [[0.42, -0.80, -1.41], [-0.67, -0.34, -0.49], [-1.74, 0.35, -0.88], [-0.33, -0.52, 0.95], [0.51, -0.15, -2.27], [1.37, -0.75, -0.85], [0.34, -1.83, -1.75], [-2.53, 0.72, -0.25], [-1.87, 0.24, -1.95], [-0.14, -1.51, 1.06], [-1.14, -0.24, 1.50], [0.52, 0.05, 1.15], [2.53, 1.47, 1.88], [1.08, 2.00, 1.79], [1.66, 1.29, 1.52]]
}

---

Entry two
{
  "formula": "C3H10NO",
  "method": "ωB97M-V with the def2-TZVPD basis set",
  "homo_energy_ha": -0.521,
  "lumo_ev": -3.57,
  "multiplicity": 1,
  "homo_lumo_gap_ev": 10.597,
  "charge": 1,
  "symbols": ["C", "O", "C", "C", "H", "H", "H", "H", "H", "H", "N", "H", "H", "H", "H"],
  "coordinates": [[0.38, 1.10, -0.12], [0.76, 0.05, 0.85], [-0.92, 0.77, -0.78], [-2.04, 1.33, -0.37], [1.22, 1.14, -0.80], [0.32, 2.03, 0.43], [0.07, 0.05, 1.53], [-0.93, 0.07, -1.62], [-3.00, 1.11, -0.81], [-2.03, 2.06, 0.43], [1.21, -2.35, 0.19], [2.21, -2.49, 0.10], [0.98, -1.23, 0.45], [0.80, -2.58, -0.71], [0.85, -2.99, 0.89]]
}

---

Energies relative to the minimum, kcal/mol: entry one 0.0; entry two 4.9

---

Entry one
{
  "formula": "C3H5P3",
  "method": "ωB97M-V with the def2-TZVPD basis set",
  "homo_energy_ha": -0.317,
  "lumo_ev": -0.78,
  "multiplicity": 1,
  "homo_lumo_gap_ev": 7.854,
  "symbols": ["C", "C", "C", "P", "P", "P", "H", "H", "H", "H", "H"],
  "coordinates": [[0.79, 1.30, -0.26], [0.80, -1.42, -0.22], [-1.59, 0.07, 0.26], [2.48, 1.06, 0.23], [2.53, -1.18, 0.14], [-0.14, -0.03, -0.85], [0.28, 2.31, -0.17], [0.48, -2.46, -0.51], [-1.81, 1.08, 0.36], [-1.43, -0.22, 1.25], [-2.39, -0.52, -0.24]]
}

---

Entry two
{
  "formula": "C3H5P3",
  "method": "ωB97M-V with the def2-TZVPD basis set",
  "homo_energy_ha": -0.304,
  "lumo_ev": 0.02,
  "multiplicity": 1,
  "homo_lumo_gap_ev": 8.299,
  "smiles": "CC1=P#[PH]1.C#P",
  "symbols": ["C", "C", "P", "P", "H", "H", "H", "H", "C", "P", "H"],
  "coordinates": [[0.49, -1.65, -0.14], [1.25, -0.30, -0.10], [2.01, 0.67, 1.03], [1.79, 1.08, -1.11], [-0.44, -1.35, -0.66], [0.28, -1.91, 0.90], [1.20, -2.23, -0.70], [0.44, 1.79, -1.24], [-2.22, 1.33, 0.88], [-2.25, 0.68, -0.53], [-2.55, 1.89, 1.67]]
}

---

Energies relative to the minimum, kcal/mol: entry one 0.0; entry two 53.9

---

Entry one
{
  "formula": "C7H17NO2",
  "method": "ωB97M-V with the def2-TZVPD basis set",
  "homo_energy_ha": -0.308,
  "lumo_ev": 0.66,
  "multiplicity": 1,
  "homo_lumo_gap_ev": 9.052,
  "smiles": "CC(C)(O)C[C@@](C)(N)CO",
  "symbols": ["C", "C", "C", "O", "C", "C", "C", "N", "C", "O", "H", "H", "H", "H", "H", "H", "H", "H", "H", "H", "H", "H", "H", "H", "H", "H", "H"],
  "coordinates": [[-2.02, -1.15, -0.27], [-1.46, 0.24, -0.51], [-2.03, 0.82, -1.80], [-1.89, 1.06, 0.59], [0.38, 0.32, -0.66], [1.03, -0.05, 0.59], [0.94, 0.87, 1.78], [0.94, -1.43, 0.96], [2.73, 0.13, -0.19], [3.54, -0.91, 0.30], [-3.12, -1.16, -0.33], [-1.65, -1.86, -1.02], [-1.86, -1.52, 0.74], [-3.13, 0.87, -1.78], [-1.73, 0.22, -2.66], [-1.68, 1.84, -1.95], [-2.86, 1.13, 0.57], [0.57, 1.36, -0.94], [0.56, -0.38, -1.48], [0.28, 1.74, 1.69], [0.64, 0.41, 2.72], [1.91, 1.35, 2.00], [0.70, -2.04, 0.18], [0.29, -1.59, 1.73], [3.11, 1.10, 0.15], [2.83, 0.13, -1.28], [2.98, -1.49, 0.85]]
}

---

Entry two
{
  "formula": "C7H17NO2",
  "method": "ωB97M-V with the def2-TZVPD basis set",
  "homo_energy_ha": -0.301,
  "lumo_ev": 0.74,
  "multiplicity": 1,
  "homo_lumo_gap_ev": 8.920,
  "smiles": "C/C=C/C(N)=C/CC.O.O",
  "symbols": ["C", "C", "C", "C", "N", "C", "C", "C", "H", "H", "H", "H", "H", "H", "H", "H", "H", "H", "H", "H", "H", "O", "H", "H", "O", "H", "H"],
  "coordinates": [[-0.41, 2.58, -2.79], [-0.11, 1.52, -1.80], [-0.45, 1.58, -0.51], [-0.18, 0.56, 0.52], [-1.22, 0.24, 1.41], [1.04, -0.01, 0.55], [1.39, -1.01, 1.65], [2.90, -1.25, 1.67], [-1.39, 3.10, -2.70], [-0.53, 2.23, -3.81], [0.22, 3.49, -2.81], [0.45, 0.65, -2.15], [-0.97, 2.48, -0.16], [-0.96, 0.18, 2.38], [-2.06, 0.76, 1.28], [1.85, 0.53, 0.09], [1.19, -0.31, 2.49], [0.66, -1.81, 1.69], [3.36, -1.11, 2.65], [3.09, -2.33, 1.48], [3.51, -0.72, 0.94], [-2.14, -1.04, -2.12], [-1.60, -1.83, -2.16], [-1.83, -0.54, -1.36], [-1.84, -2.87, 1.51], [-1.57, -1.97, 1.30], [-2.41, -3.09, 0.77]]
}

---

Energies relative to the minimum, kcal/mol: entry one 14.9; entry two 0.0

---

Entry one
{
  "formula": "C2H2N2OS",
  "method": "ωB97M-V with the def2-TZVPD basis set",
  "homo_energy_ha": [-0.288, -0.288],
  "lumo_ev": [-0.33, -0.33],
  "multiplicity": 1,
  "homo_lumo_gap_ev": [7.500, 7.495],
  "symbols": ["C", "C", "N", "N", "O", "S", "H", "H"],
  "coordinates": [[0.22, -1.27, 0.37], [-0.45, 1.00, -0.52], [-1.05, -1.19, 0.57], [-1.90, -0.45, 0.16], [-3.04, -0.10, 0.05], [0.94, 0.29, -0.15], [0.63, -2.18, 0.75], [-0.26, 2.00, -1.09]]
}

---

Entry two
{
  "formula": "C2H2N2OS",
  "method": "ωB97M-V with the def2-TZVPD basis set",
  "homo_energy_ha": -0.352,
  "lumo_ev": 0.52,
  "multiplicity": 1,
  "homo_lumo_gap_ev": 10.107,
  "symbols": ["C", "C", "H", "H", "N", "N", "O", "S"],
  "coordinates": [[0.17, 0.03, 0.70], [0.05, 0.28, -1.32], [-0.86, -1.69, 1.63], [-0.37, 0.27, -2.24], [0.91, 1.02, 0.40], [0.86, 1.18, -0.99], [-0.45, -0.49, -0.37], [-0.31, -0.61, 2.19]]
}

---

Energies relative to the minimum, kcal/mol: entry one 133.1; entry two 0.0